This record from OMol25 describes a structure of composition C25H41BrCl4N6S2Si2Sr. The level of theory is the ωB97M-V functional and the def2-TZVPD basis.

HOMO-LUMO gap = 7.4 eV

Each line ends with the Mulliken charge.
Positions of all 82 atoms, in Å:
Sr (2.27513, 1.97363, 0.72947)  1.1523
Br (-0.45640, 0.03350, 0.25125)  0.0923
Cl (4.52530, 5.89790, 0.86427)  -0.3029
Cl (5.40991, 3.94280, -1.63238)  -0.3733
Cl (-0.59494, 0.01647, -5.01555)  -0.2085
Cl (2.55990, 5.60017, -1.76729)  -0.3622
S (3.20920, 0.54986, 2.98153)  -0.4594
S (0.09608, 3.72201, 2.30265)  -0.3396
Si (3.73202, 4.38688, -0.37144)  0.1274
Si (-1.67101, -1.76565, 0.96504)  -1.0481
N (3.70551, -0.03154, 0.40762)  0.1068
N (-2.08473, 5.89564, -0.09683)  -0.8146
N (1.89426, 1.46573, -2.30691)  0.6732
N (0.24783, 3.35156, -0.86245)  0.2990
N (-1.61065, 5.48101, 1.12111)  0.2117
N (-0.60928, 4.28256, -0.28988)  0.0665
C (3.01396, 1.63703, -3.01348)  -0.3564
C (-1.02882, -4.00787, 2.57367)  -1.7771
C (-2.29314, -1.95255, -1.85190)  -1.7382
C (-0.64523, -3.55575, -1.01035)  -2.0671
C (1.99674, 0.83415, -5.02005)  -0.2443
C (-3.27035, -0.97975, 1.66326)  2.5256
C (-0.54299, -1.78398, 3.58649)  -2.0825
C (4.36981, -0.63926, -0.58974)  -0.5421
C (-1.44987, 5.15533, -0.94597)  0.9212
C (-2.99312, 0.24140, 2.55834)  -1.7494
C (-4.04823, -2.01717, 2.49364)  -1.7646
C (-3.04746, -3.83841, -0.40383)  -1.8201
C (5.21562, -1.04428, 1.95466)  -0.9447
C (3.10495, 1.33686, -4.36479)  -0.9349
C (-0.70014, 4.49993, 1.05614)  0.0562
C (0.84079, 0.64991, -4.28302)  -0.2433
C (5.88181, -1.65254, 0.92256)  -0.1886
C (-1.92839, -2.80432, -0.62411)  2.5405
C (0.93352, -2.64596, 1.82616)  -1.8649
C (4.09903, -0.22662, 1.68716)  0.6005
C (-1.57700, 5.19824, -2.42055)  -1.1687
C (-0.53921, -2.57931, 2.27209)  2.5806
C (5.45198, -1.45837, -0.39288)  -0.9018
C (0.82835, 0.97147, -2.93772)  -0.2294
C (-4.18523, -0.48249, 0.53405)  -2.0138
H (4.03291, 1.50547, -4.89263)  0.4742
H (-4.29800, -2.91497, 1.92820)  0.2856
H (-4.02239, -3.37189, -0.26861)  0.3031
H (-2.06608, -4.03611, 2.91063)  0.3080
H (-1.92590, 5.92165, 1.96766)  0.1939
H (1.35711, -1.65544, 1.66179)  0.2223
H (5.52109, -1.17352, 2.98304)  0.4630
H (-3.67886, 0.23417, -0.11522)  0.2700
H (-2.49036, -2.62686, -2.69114)  0.5487
H (0.17065, -2.25068, 4.27140)  0.5923
H (-1.93819, 4.24496, -2.81139)  0.2624
H (-3.95559, 0.65218, 2.87965)  0.5403
H (6.74073, -2.27957, 1.12698)  0.3842
H (3.86407, 2.05031, -2.48573)  0.2111
H (0.94733, 3.86207, -1.40939)  -0.0522
H (2.01984, 0.59020, -6.07322)  0.4647
H (-2.86293, -4.48486, 0.45479)  0.3079
H (-3.50219, -2.32356, 3.38517)  0.2983
H (-0.06701, 0.79201, -2.35256)  0.3357
H (-0.22272, -0.75064, 3.44189)  0.3357
H (-0.28866, 2.74884, -1.47569)  0.0765
H (5.95051, -1.92493, -1.22999)  0.4276
H (0.19928, -2.87673, -1.14148)  0.3125
H (-1.46845, -1.30248, -2.14410)  0.1637
H (-0.61202, 5.41387, -2.88191)  0.2638
H (-3.17588, -1.33484, -1.71355)  0.2372
H (-0.41411, -4.42551, 3.37667)  0.5309
H (1.51113, -3.11073, 2.63094)  0.5563
H (3.99335, -0.44952, -1.58868)  0.4274
H (-0.36270, -4.31868, -0.28748)  0.3371
H (-2.28497, 5.97815, -2.68709)  0.3553
H (-0.93668, -4.67365, 1.71642)  0.2911
H (1.08747, -3.23998, 0.92900)  0.2752
H (-0.81403, -4.06004, -1.96715)  0.5932
H (-4.57588, -1.29074, -0.08219)  0.3293
H (-1.51426, -1.78575, 4.07919)  0.3809
H (-5.04289, 0.02847, 0.98183)  0.6141
H (-2.42870, 0.00011, 3.45393)  0.3122
H (-4.98887, -1.56894, 2.82804)  0.5392
H (-2.45779, 1.03000, 2.02971)  0.2596
H (-3.11488, -4.48003, -1.28779)  0.5542

This record from OMol25 describes a structure of composition C25H41BrN2O13S2. The level of theory is the ωB97M-V functional and the def2-TZVPD basis.

HOMO-LUMO gap = 8.1 eV

Each line ends with the Mulliken charge.
Positions of all 84 atoms, in Å:
Br (3.13181, -7.51765, 7.21360)  -0.1587
S (6.97191, -7.75062, 1.15108)  -0.2428
S (4.53997, -3.12125, 5.84974)  0.1667
O (-2.49828, 1.58357, -7.87050)  -0.5584
O (-4.35371, 2.79247, -8.31103)  -0.3466
O (2.12949, -0.60381, 2.66217)  -0.5598
O (0.89443, -0.43056, 0.77482)  -0.3602
O (-4.10864, 3.66248, 2.18245)  -0.1937
O (2.90665, -1.19175, 0.62457)  -0.3573
O (-2.32447, 3.79973, -2.25212)  -0.3078
O (-4.11719, 1.96090, -6.33603)  -0.3553
O (-0.85749, 4.73486, -3.53036)  -0.3353
O (-2.64969, 3.77300, 3.75879)  -0.2219
O (-0.65583, 4.98180, -1.29182)  -0.5821
O (-4.83322, 3.97574, 4.30417)  -0.5748
O (3.95327, -4.81848, 1.79577)  -0.5805
N (4.09070, -4.51707, 6.46552)  -0.6929
N (4.41902, -3.45163, 4.26026)  -0.5111
C (0.34243, 5.49891, -3.72700)  -0.2472
C (-2.77315, 3.45550, -0.93823)  -0.6633
C (0.03180, 1.56831, 1.88899)  -0.8332
C (-2.31397, 4.00486, 5.13017)  -0.7283
C (5.24127, -7.70016, 0.59649)  -0.3376
C (3.02282, -7.56679, 1.88053)  -1.3341
C (3.34827, -6.67912, 5.53762)  -0.7173
C (-1.21963, 4.55232, -2.26310)  0.7146
C (3.28531, -6.72515, 3.11129)  0.5984
C (-3.54883, 2.06387, -7.53365)  0.8078
C (3.98633, -4.70069, 4.20094)  0.6447
C (4.28203, -8.40636, 1.57637)  -0.7104
C (3.09573, -7.35091, 4.38200)  -0.3301
C (-3.95602, 3.81844, 3.49780)  0.6234
C (-0.19398, 0.11418, 1.53714)  -0.2280
C (-3.36711, 1.22488, -5.35628)  -0.3852
C (1.98961, -0.72522, 1.47330)  0.7672
C (4.17455, -1.48258, 1.22912)  -0.4056
C (-5.46268, 3.71901, 1.70618)  -0.2540
C (-2.22143, 2.03857, -4.79343)  -0.9357
C (1.58329, 4.68165, -3.43868)  -1.1035
C (-3.83152, 3.04930, -9.61569)  -0.6397
C (3.72297, -5.43701, 2.99746)  -0.2143
C (-5.98253, 5.13942, 1.65317)  -1.1422
C (3.79382, -5.33506, 5.45891)  1.2706
H (-4.62588, 3.53267, -10.17714)  0.2239
H (-6.09888, 3.08024, 2.31831)  0.3987
H (-3.73385, 2.96048, -1.05326)  0.2617
H (-2.07045, 2.76685, -0.47127)  0.2778
H (0.30861, 6.40571, -3.12359)  0.3205
H (2.47795, 5.25470, -3.68156)  0.3811
H (2.75396, -8.37203, 4.41342)  0.4840
H (-1.48346, 2.26008, -5.56404)  0.3380
H (-3.54952, 2.12395, -10.11282)  0.2947
H (4.82794, -8.52180, 2.50911)  0.4194
H (5.13674, -8.17322, -0.37600)  0.4276
H (0.32630, 5.79757, -4.77337)  0.3197
H (2.16240, -8.20597, 2.05812)  0.5031
H (3.19369, -4.29612, 1.51808)  0.2777
H (4.66402, -0.56078, 1.53932)  0.3247
H (4.06171, -2.15056, 2.07855)  0.1154
H (5.00524, -6.64757, 0.50023)  0.0958
H (0.23129, 2.15336, 0.98949)  0.2322
H (6.99583, -8.94788, 1.75300)  0.1101
H (-5.31494, 5.76751, 1.06127)  0.2826
H (1.63204, 4.39714, -2.38861)  0.3118
H (4.78116, -1.96894, 0.47025)  0.2065
H (-1.24909, 3.81255, 5.22361)  0.2148
H (-6.97586, 5.16194, 1.20533)  0.3737
H (-4.07838, 0.98692, -4.56691)  0.2992
H (-2.97468, 3.71836, -9.55281)  0.2913
H (-6.04503, 5.57244, 2.65019)  0.3262
H (-0.36491, -0.49205, 2.42681)  0.3105
H (0.88856, 1.68594, 2.55109)  0.4025
H (2.79397, -6.90256, 1.05446)  0.4478
H (-1.72577, 1.49343, -3.98974)  0.3570
H (-2.58022, 2.98346, -4.40663)  0.3101
H (-2.51859, 5.04035, 5.39634)  0.2992
H (1.58061, 3.76490, -4.03001)  0.2763
H (-2.86134, 3.33107, 5.78510)  0.3388
H (-2.89909, 4.34046, -0.31928)  0.3183
H (-0.84697, 1.98024, 2.38713)  0.1318
H (4.03794, -9.40909, 1.23553)  0.3452
H (-3.02387, 0.28240, -5.78366)  0.3390
H (-5.43613, 3.29562, 0.70381)  0.2653
H (-1.07118, 0.01632, 0.89963)  0.3013

This record from OMol25 describes a structure of composition C25H41Cl3FeN3O3Si. The level of theory is the ωB97M-V functional and the def2-TZVPD basis.

HOMO-LUMO gap (spin up / spin down) = 8.1 / 7.9 eV
net charge = -1
spin multiplicity = 5

Each line ends with the Mulliken spin population.
Positions of all 77 atoms, in Å:
Fe (2.11200, 0.81199, -0.26324)  3.7290
Cl (-1.22491, -1.71903, -2.99610)  0.0006
Cl (2.64921, 2.81162, -0.98205)  0.0880
Cl (2.04908, -0.53891, 1.38759)  0.1015
Si (-1.40624, 0.14108, -2.26546)  0.0016
O (1.46029, 0.02403, -1.69795)  0.0517
O (-2.97403, -2.55068, 4.69175)  0.0000
O (-1.24642, 3.57337, 4.35341)  0.0000
N (0.83310, -0.67444, 5.44963)  0.0005
N (-0.78932, 4.48377, 2.30361)  0.0003
N (-1.69166, -3.65039, 3.15203)  0.0002
C (-0.59652, 1.93683, -2.48994)  0.0157
C (-2.70724, 0.74909, -3.40673)  0.0003
C (0.23506, 4.83391, 1.33055)  0.0000
C (0.74882, -0.11743, -4.95020)  0.0009
C (0.40588, 0.62819, -6.08901)  -0.0016
C (-2.50927, -3.26426, 2.01919)  0.0001
C (-0.73203, 1.03050, 6.12576)  -0.0001
C (-1.06722, -1.25385, 6.80155)  0.0001
C (0.12251, -1.57820, 6.12460)  0.0001
C (2.28929, -1.88438, -2.84237)  0.0223
C (2.31083, 1.58366, -4.29856)  0.0008
C (0.43673, 0.60319, 5.45604)  -0.0001
C (1.97434, 2.32889, -5.40850)  -0.0008
C (2.21040, -0.37542, -2.80026)  -0.0387
C (1.72778, 0.34327, -4.05352)  0.0165
C (2.59276, -2.59083, -1.57639)  0.0021
C (-1.48832, 0.07613, 6.81476)  -0.0001
C (-0.44957, -4.33804, 2.85929)  -0.0013
C (-0.44380, 3.98420, 3.51475)  -0.0002
C (1.04845, 1.83992, -6.33948)  0.0019
C (2.42432, -4.00658, -4.13745)  0.0009
C (2.28053, -2.54498, -4.01072)  -0.0059
C (-2.17784, 4.62528, 1.90859)  0.0000
C (-1.14377, -0.03251, -0.36594)  -0.0086
C (-2.00795, -3.25471, 4.40589)  0.0000
H (0.79999, 2.42881, -7.22876)  0.0003
H (-2.38317, 4.02482, 1.01210)  0.0000
H (-3.30915, -2.60517, 2.36479)  0.0000
H (-0.46726, -0.79141, 0.01244)  0.0206
H (-1.65063, -2.02920, 7.29721)  0.0000
H (-2.19600, -0.14554, 0.02972)  -0.0006
H (0.03662, 5.83521, 0.91613)  -0.0003
H (1.77281, -4.58703, -3.47815)  0.0000
H (2.81647, -1.94723, -0.71925)  -0.0055
H (3.20142, 0.05962, -2.59248)  0.0151
H (-2.94188, -4.15784, 1.53841)  0.0000
H (2.19984, -4.31821, -5.15399)  -0.0001
H (-1.32735, -3.65684, 5.17752)  0.0000
H (0.30784, 4.11834, 0.49135)  0.0010
H (-2.82572, 4.31119, 2.72703)  0.0000
H (1.02295, 1.34152, 4.88749)  -0.0005
H (0.20713, 2.25205, -1.81818)  -0.0061
H (-2.38776, 5.67245, 1.65141)  0.0000
H (-0.73904, 0.92738, -0.05548)  0.0010
H (0.46585, -2.61409, 6.10490)  0.0000
H (0.30412, -3.65213, 2.43568)  0.0016
H (1.72363, -3.19904, -1.29459)  -0.0009
H (-0.32271, 0.22945, -6.81606)  0.0000
H (1.19720, 4.83621, 1.86152)  -0.0001
H (-1.89566, -2.75296, 1.26122)  -0.0006
H (3.05000, 1.95475, -3.59460)  0.0002
H (-1.03619, 2.07680, 6.06569)  0.0000
H (3.44616, -3.28055, -1.68788)  -0.0018
H (3.45676, -4.31275, -3.93374)  -0.0001
H (-1.39598, 2.69687, -2.38741)  -0.0006
H (-2.71186, 1.85708, -3.51624)  -0.0002
H (0.65190, 3.99246, 3.68194)  0.0001
H (2.49380, 3.26511, -5.59248)  -0.0003
H (-0.61842, -5.14271, 2.12770)  0.0000
H (-3.64649, 0.38096, -3.01828)  0.0000
H (-0.19827, 2.05273, -3.49113)  0.0000
H (-2.39113, 0.37603, 7.34205)  0.0000
H (2.27317, -1.99239, -4.94205)  -0.0006
H (-0.05050, -4.76703, 3.78778)  0.0000
H (0.26910, -1.08035, -4.79836)  0.0003
H (-2.45682, 0.30836, -4.38012)  0.0001